1.
Molecular formula: C10H34O12P2
Method: DFT, the ωB97M-V functional and the def2-TZVPD basis

Each line ends with the Mulliken charge.
Cartesian coordinates (Å):
C: -8.83398 3.86487 20.62358  -0.49
O: -8.20416 4.27287 21.85144  -0.65
H: -9.91550 3.83824 20.75662  0.15
H: -8.58326 4.60502 19.86369  0.14
H: -8.41820 2.88998 20.36897  0.39
H: -8.16324 5.22995 21.78880  0.79
C: -9.18702 6.84134 17.48047  -0.07
O: -10.13822 7.88035 17.65029  -0.48
H: -9.59252 6.06982 16.82595  0.07
H: -8.24669 7.22393 17.08358  0.38
H: -8.98690 6.51603 18.50137  -0.03
H: -9.73038 8.53823 18.21815  0.33
C: -9.95314 6.79502 23.32623  -0.98
O: -8.70680 7.22896 22.88239  -0.27
H: -10.66260 7.59387 23.54211  0.34
H: -10.53814 6.27818 22.56547  0.36
H: -9.91139 6.01462 24.08607  0.35
H: -8.55353 7.93422 23.51541  0.57
C: -9.59688 7.05027 20.63989  -1.12
O: -8.30135 6.72115 21.06639  -0.77
H: -9.93516 6.16381 20.10338  0.24
H: -10.38490 7.25808 21.36372  0.39
H: -9.62720 7.82391 19.87265  -0.18
H: -8.32794 6.83767 22.01892  0.35
C: -11.64793 2.49574 16.59291  -0.73
O: -11.46058 3.86973 16.83289  -0.30
P: -12.42242 4.67760 17.93899  0.59
O: -13.38088 3.79495 18.70670  -0.76
O: -11.46039 5.62468 18.95635  0.56
C: -12.04260 6.21660 20.13119  -1.05
O: -13.21283 5.73381 17.02482  -0.38
C: -12.41769 6.63549 16.30897  -0.59
H: -11.26695 2.35943 15.58080  0.27
H: -12.65633 2.09214 16.68433  0.33
H: -11.04124 1.84173 17.21925  0.26
H: -13.12357 6.08061 20.09813  0.55
H: -11.89636 7.29485 20.06722  0.31
H: -11.71458 5.85430 21.10548  0.14
H: -12.26382 7.59431 16.80402  0.19
H: -12.95400 6.83464 15.38117  0.37
H: -11.54522 6.17101 15.84946  0.23
C: -6.68566 6.87195 23.28413  -0.98
O: -7.13324 8.03959 24.00178  -0.34
P: -6.81892 8.05588 25.61676  1.05
O: -7.13791 6.84721 26.31633  -0.67
O: -5.21455 8.47916 25.76168  -0.37
C: -4.56097 8.77577 26.96680  -0.66
O: -7.62778 9.39055 26.15707  -0.33
C: -8.86650 9.32508 26.73185  -0.71
H: -6.79674 6.01593 23.94970  0.39
H: -5.61879 6.98407 23.09093  0.40
H: -7.36195 6.87541 22.42931  0.72
H: -3.92214 7.92087 27.18847  0.27
H: -5.24931 9.04496 27.76794  0.29
H: -3.86436 9.60662 26.85485  0.25
H: -9.48479 9.99900 26.13885  0.31
H: -9.00170 9.46070 27.80490  0.28
H: -9.29875 8.33443 26.59084  0.30

Atoms 1-2, force components in eV/Å:
C 0.734 0.419 0.861
O -0.326 -1.157 0.078

Properties
LUMO: 0.38 eV
Total charge: 0
Orbital gap: 9.9 eV
Molecular weight: 408.3 g/mol
Highest occupied orbital energy: -9.5432 eV
DFT total energy: -1986.7584 hartree

***

2.
Molecular formula: C10H34O7
Method: DFT, the ωB97M-V functional and the def2-TZVPD basis

Each line ends with the Mulliken charge.
Cartesian coordinates (Å):
C: 2.15354 -2.51196 -1.57081  -0.01
C: 3.39285 -1.98080 -2.24092  -0.20
O: 4.48690 -2.37069 -1.52416  -0.55
H: 2.34118 -3.56864 -1.13445  0.23
H: 1.36536 -2.51453 -2.30342  0.36
H: 1.74546 -1.79160 -0.87089  -0.45
H: 3.44195 -0.90994 -2.26803  0.16
H: 3.60734 -2.43831 -3.23226  0.29
H: 4.43361 -1.99280 -0.66071  0.28
C: 0.63550 5.09406 -0.21522  -1.16
C: 0.12034 3.71689 -0.35916  0.78
O: -0.77582 3.72052 -1.38843  -0.53
H: -0.08359 5.80828 0.28499  0.32
H: 0.97435 5.49787 -1.24055  0.27
H: 1.57052 5.17271 0.36091  0.35
H: -0.29731 3.25972 0.53859  -0.12
H: 0.81853 3.03693 -0.69077  -0.14
H: -1.59899 4.15884 -1.00555  0.34
C: -1.02861 0.67438 2.03119  -0.82
C: 0.47213 0.44714 2.20692  -0.58
O: 0.96435 -0.41060 1.19758  -0.33
H: -1.40251 1.68763 2.30633  0.42
H: -1.57066 -0.12880 2.48997  0.29
H: -1.31603 0.66742 0.93757  0.23
H: 0.87628 0.01035 3.14827  0.29
H: 1.06143 1.33308 2.03013  0.33
H: 1.20975 0.21252 0.58194  0.00
C: -4.40050 0.76952 2.01782  -0.56
O: -4.56645 -0.19772 1.00963  -0.48
H: -3.94376 1.72626 1.59828  0.12
H: -3.96108 0.39113 2.85563  0.33
H: -5.48918 0.86376 2.26724  0.29
H: -4.08637 -0.99203 1.23288  0.29
C: 0.87982 0.73019 -1.97340  -0.64
O: 1.99477 0.87326 -1.07874  -0.73
H: -0.04843 0.52590 -1.45440  0.10
H: 0.94044 -0.19800 -2.48451  0.28
H: 0.72858 1.60544 -2.65336  0.45
H: 2.49718 1.63508 -1.39232  0.32
C: 0.65405 -3.68783 2.16570  -0.70
O: 0.76386 -3.17571 0.89140  -0.40
H: 1.60189 -3.53549 2.56733  0.30
H: 0.40736 -4.77332 2.22548  0.22
H: -0.20411 -3.14335 2.63358  0.21
H: 0.93266 -2.22716 0.98639  0.50
C: -1.70769 -1.92236 -1.34954  0.05
O: -2.52306 -1.44951 -2.37958  -0.56
H: -2.10697 -1.37953 -0.47350  0.00
H: -0.67259 -1.77156 -1.32570  -0.20
H: -1.86842 -2.98195 -1.18758  0.39
H: -3.41986 -1.56473 -2.10780  0.34

Atoms 1-2, force components in eV/Å:
C -0.238 -0.954 -0.329
C -0.266 -0.765 -0.909

Properties
LUMO: 0.37 eV
Total charge: 0
Orbital gap: 10.0 eV
Molecular weight: 266.4 g/mol
Highest occupied orbital energy: -9.6414 eV
DFT total energy: -927.8753 hartree
SMILES string: CCO.CCO.CCO.CO.CO.CO.CO

***

3.
Molecular formula: C10H35AgO8
Method: DFT, the ωB97M-V functional and the def2-TZVPD basis

Each line ends with the Mulliken charge.
Cartesian coordinates (Å):
Ag: -3.64722 0.29800 -2.42789  0.76
C: -0.06991 0.21381 0.38572  -1.42
C: -0.52947 -0.67038 -0.82811  0.82
C: -0.23724 -2.13479 -0.45584  -1.38
O: -1.78320 -0.43545 -1.21609  -0.05
H: 1.01437 0.16764 0.48726  0.41
H: -0.44179 -0.08282 1.36644  0.18
H: -0.30059 1.26503 0.21305  0.43
H: 0.06566 -0.41234 -1.70408  0.27
H: -0.84584 -2.35441 0.42135  0.32
H: 0.80841 -2.33300 -0.22042  0.21
H: -0.38869 -2.86982 -1.24635  0.32
C: 2.62874 1.61739 2.59209  -0.30
O: 3.94406 1.54236 2.11055  -0.54
H: 2.06403 2.43911 2.15167  0.22
H: 2.07090 0.74393 2.25447  -0.02
H: 2.76140 1.80133 3.65823  0.39
H: 4.56381 1.99699 2.68571  0.31
C: -0.96340 1.73679 4.92413  -0.67
O: -0.36148 1.50911 3.68292  -0.37
H: -1.86684 1.14318 5.06382  0.22
H: -0.31078 1.53884 5.77443  0.26
H: -1.26333 2.78384 4.96691  0.30
H: -0.62185 0.61907 3.43464  0.24
C: 3.76811 -2.23705 -0.53520  -0.35
O: 4.01919 -3.30666 0.37199  -0.53
H: 2.90612 -2.44682 -1.16851  0.14
H: 3.61474 -1.29271 -0.01290  0.12
H: 4.63944 -2.12378 -1.18023  0.35
H: 4.91286 -3.30954 0.72264  0.31
C: 2.29059 3.34662 -1.53308  -0.47
O: 2.43858 4.32779 -2.54347  -0.54
H: 2.57715 2.45166 -2.08538  0.27
H: 2.83356 3.32588 -0.58817  0.31
H: 1.24027 3.20190 -1.28014  0.12
H: 3.34320 4.55952 -2.76608  0.31
C: -3.26475 -0.12532 2.33419  -0.27
O: -3.32909 0.74126 1.14033  -0.58
H: -4.24458 -0.55718 2.53799  0.34
H: -2.59404 -0.97505 2.20688  0.19
H: -2.93433 0.41568 3.22089  0.01
H: -2.57412 0.57081 0.57238  0.27
C: -1.09242 1.70169 -3.95828  -0.23
O: -2.45560 1.27884 -4.19974  -0.51
H: -0.84172 1.67770 -2.89778  -0.14
H: -0.41108 1.14098 -4.59819  0.33
H: -0.94275 2.76507 -4.14515  0.35
H: -2.65740 1.57319 -5.09093  0.29
C: -2.63567 -4.32676 -1.88004  -0.34
O: -3.95554 -4.50497 -2.47393  -0.53
H: -2.44145 -5.05516 -1.09275  0.30
H: -1.89015 -4.31688 -2.67515  0.31
H: -2.59400 -3.30996 -1.48955  -0.05
H: -4.01470 -5.31417 -2.98704  0.31

Atoms 1-2, force components in eV/Å:
Ag 0.176 0.029 -0.044
C 0.457 0.333 -0.972

Properties
LUMO (spin up / spin down): -4.59 / -6.28 eV
Total charge: +1
Orbital gap (spin up / spin down): 7.6 / 5.9 eV
Spin multiplicity: 2
Molecular weight: 391.2 g/mol
Highest occupied orbital energy (spin up / spin down): -12.1763 / -12.1763 eV
DFT total energy: -1150.3819 hartree